124
Properties=species:S:1:pos:R:3:forces:R:3 method="wB97M-V/def2-TZVPD" spin_multiplicity=2 s2=0.75 e_homo_ev="-7.61 / -8.13" relative_energy_ev=0.347 max_force_ev_per_a=3.031
C 2.63244 -3.08832 2.15633 0.7257 0.7408 -0.2928
C 3.06289 -2.34912 0.82581 0.0684 -0.4636 -0.1471
B 1.85806 -1.98751 -0.15826 0.2656 -0.3080 -0.3054
O 1.80934 -2.72777 -1.39099 0.3145 1.8496 1.2086
C 0.74367 -0.84084 0.10237 0.0398 -0.2098 0.7031
C -0.66238 -1.47283 -0.21293 -0.4536 -0.1067 -0.4365
C -1.46225 -0.91458 -1.42727 -1.0283 -0.0483 0.0307
C -2.62297 0.07739 -1.06767 -0.1055 -0.4313 -0.0915
C -3.90110 -0.63647 -0.47818 0.1496 1.3280 -0.2897
N -4.53053 0.14401 0.62046 0.0788 -0.6294 -0.1799
C 0.76209 -0.38845 1.61268 0.3027 0.4434 -0.6654
C 0.00381 0.95011 1.93043 -1.1316 -1.8673 2.0103
C 0.74201 1.66436 3.11596 -0.9475 0.0554 -0.0371
C -1.40423 0.58032 2.54092 -0.0510 1.2503 -0.5935
N -0.27394 1.81686 0.77197 2.4524 1.0679 1.0321
O -0.48057 3.04104 1.14413 -1.0051 -0.4364 -0.2972
C 0.74560 1.79446 -0.29206 0.1107 0.8490 -2.9078
C 2.02012 2.66450 -0.00017 -0.1870 -0.8673 -0.2729
C 0.07662 2.47303 -1.55060 0.0727 -0.2007 0.0828
C 1.20966 0.37801 -0.76116 0.6446 -0.2824 0.5687
H 1.56084 -2.94347 2.37146 0.4735 -0.3384 0.0364
H 3.22379 -2.64808 2.98398 -0.4823 -0.3725 -0.2215
H 2.91840 -4.15243 2.07338 -0.4776 0.4550 0.1054
H 3.61825 -1.40708 1.04539 -0.4753 -0.4539 0.0091
H 3.80419 -3.00702 0.31987 -0.4617 0.4360 0.1372
H 1.44950 -2.10583 -2.03366 -0.5173 -0.3731 -0.3848
H -1.32962 -1.43072 0.67624 0.4991 0.0977 -0.4575
H -0.52134 -2.56449 -0.39317 -0.0546 0.6299 0.1184
H -0.87084 -0.44631 -2.22967 0.0889 -0.3717 0.4963
H -1.97321 -1.78589 -1.90355 0.3475 0.5226 0.0966
H -2.91067 0.60358 -2.00554 0.1226 -0.2753 0.5390
H -2.32652 0.86803 -0.35298 0.1976 -0.4527 -0.3349
H -3.65778 -1.65210 -0.11990 -0.2529 0.3790 -0.2625
H -4.65346 -0.64244 -1.29406 0.4434 -0.6392 0.3847
H -4.24328 1.11445 0.57002 -0.0335 -0.0550 0.0751
H -4.24149 -0.21618 1.52106 0.0261 0.1794 -0.0178
H 1.80616 -0.25878 1.97709 -0.4969 -0.1828 -0.3858
H 0.28970 -1.16955 2.24268 0.3784 0.3885 -0.3441
H 1.68701 2.14616 2.81914 -0.3978 -0.1669 0.1929
H 0.90585 0.91234 3.91896 0.1120 0.3097 -0.6131
H 0.00939 2.38776 3.54887 0.9515 -0.2060 -0.4309
H -1.83427 1.55491 2.86862 0.0445 -0.7182 0.0339
H -2.10209 0.22292 1.75831 0.5422 -0.1357 0.4990
H -1.32715 -0.10143 3.40124 -0.0336 0.2761 -0.4034
H 2.68524 2.54226 -0.89068 -0.6280 0.3025 0.8392
H 1.75731 3.72513 0.14749 0.1266 -0.5448 0.1845
H 2.57502 2.21582 0.84625 -0.1641 0.5161 -0.2628
H -0.12204 3.54411 -1.37121 -0.0261 -0.5356 0.0099
H -0.85906 1.95268 -1.83824 0.4519 0.3344 0.2471
H 0.76525 2.38840 -2.41259 -0.2325 0.0668 0.4493
H 2.32347 0.39846 -0.68428 -0.6474 0.0096 -0.0787
H 1.02341 0.26533 -1.85072 -0.1358 -0.1016 0.6938
C -1.35603 -1.09352 6.67217 0.0485 -0.1907 -0.2426
O -1.44962 -0.26574 5.77413 0.0100 0.0701 0.2479
N -1.41245 -2.43007 6.44463 0.2313 -0.0476 -0.2344
N -1.19284 -0.73929 7.97978 -0.0588 0.3094 0.2280
H -1.34337 -3.12168 7.16577 -0.1641 0.0306 0.0528
H -1.53463 -2.72815 5.49519 -0.0682 -0.0002 0.0088
H -1.14732 0.24092 8.18743 0.0649 -0.0117 -0.0005
H -1.11753 -1.39931 8.73019 -0.0727 -0.0479 -0.0293
C -2.53791 4.16299 4.85215 -0.1944 -0.2507 -0.1751
O -3.48213 3.56526 4.36008 0.1382 0.1432 0.1486
N -1.49462 3.52001 5.44959 0.0144 -0.3511 0.1888
N -2.45044 5.52464 4.84463 -0.1116 0.3122 0.0138
H -0.71069 3.98931 5.85977 0.0101 0.0457 -0.0661
H -1.52793 2.51325 5.47091 0.0279 -0.0114 -0.0349
H -3.20105 6.02860 4.41162 0.0150 -0.0252 -0.0361
H -1.68623 6.03637 5.24061 0.0409 -0.0379 -0.0205
C -1.62255 -0.94902 -5.23174 -0.0111 0.1331 0.2246
O -0.79487 -0.31991 -4.58681 0.0125 -0.0838 -0.1975
N -1.43094 -2.24780 -5.59857 0.1821 -0.2454 -0.0258
N -2.80179 -0.40207 -5.63753 0.0198 0.2211 -0.1385
H -2.09476 -2.78143 -6.12629 -0.0477 0.0399 0.0119
H -0.57220 -2.68169 -5.31622 -0.0073 0.0071 0.0051
H -2.98094 0.55342 -5.38002 -0.2605 -0.1108 0.1870
H -3.49609 -0.89662 -6.16813 -0.1341 0.1123 0.0163
C -5.22024 -1.71128 7.48214 0.2649 -0.0930 0.0501
O -4.52322 -2.66881 7.79387 -0.1382 0.1365 -0.0156
N -4.71040 -0.46206 7.30782 0.1393 0.0837 0.1403
N -6.56502 -1.82038 7.28498 -0.2511 -0.1724 0.0236
H -5.25975 0.33653 7.05365 -0.0008 -0.0186 -0.0880
H -3.72237 -0.34885 7.44492 -0.0020 0.0313 -0.0821
H -6.97316 -2.72799 7.40522 0.0154 0.0005 -0.0081
H -7.15469 -1.05224 7.02907 0.0439 0.0321 -0.0295
C 3.47618 -5.96979 -0.54675 -0.0189 0.2725 -0.0525
O 4.52113 -5.33320 -0.49509 -0.1490 -0.1959 0.0312
N 3.43506 -7.31862 -0.33088 0.2010 -0.3174 0.0846
N 2.27759 -5.38923 -0.82093 0.1473 0.4007 0.0437
H 2.59526 -7.86253 -0.36663 -0.0388 0.0404 -0.0100
H 4.30301 -7.77673 -0.12586 -0.0072 0.0172 -0.0049
H 2.26794 -4.38325 -0.98764 -0.0600 -0.5887 -0.1487
H 1.41460 -5.89599 -0.86546 0.0281 -0.0743 0.0242
C -2.13043 3.04965 -7.56976 0.1419 -0.2795 0.0233
O -3.30745 3.12716 -7.24171 -0.0964 0.2874 -0.0298
N -1.47355 4.05558 -8.21162 -0.1507 0.2649 -0.0964
N -1.40176 1.93783 -7.30998 -0.0634 -0.1256 0.0028
H -0.51169 4.00608 -8.48565 0.0171 -0.0564 0.0423
H -1.99469 4.88792 -8.41375 0.0120 0.0016 0.0137
H -1.88737 1.19171 -6.83947 0.2345 -0.0662 -0.1351
H -0.43762 1.82322 -7.55570 0.0298 0.0460 0.0573
C 5.42135 0.71113 -1.47165 -0.0014 0.1811 0.0346
O 4.34251 1.29345 -1.38897 0.3614 -0.2782 -0.1177
N 5.52278 -0.58139 -1.88902 -0.2025 -0.1838 -0.1342
N 6.60076 1.30222 -1.15228 0.0774 0.1032 -0.0574
H 6.39201 -1.07591 -1.96070 0.0326 0.0377 0.0842
H 4.67230 -1.05443 -2.13243 0.0166 -0.0437 0.0267
H 6.56489 2.25352 -0.83910 -0.0438 0.0030 -0.0160
H 7.49413 0.83848 -1.21381 -0.0082 0.0090 0.1762
C -6.66869 1.41397 -7.35001 0.3092 0.1713 0.0350
O -5.94087 0.47885 -7.03489 -0.1561 0.0268 -0.0391
N -6.20291 2.67904 -7.52485 0.1761 -0.1353 0.0580
N -8.01037 1.25521 -7.55041 -0.2565 -0.2777 -0.0122
H -6.78178 3.45443 -7.78188 -0.0887 -0.0540 0.0109
H -5.21472 2.82831 -7.38320 0.1482 0.0682 -0.0199
H -8.38605 0.33383 -7.42893 0.0061 0.0100 0.0099
H -8.62663 2.00108 -7.80761 0.0390 0.0467 0.0069
C 10.26569 0.27372 0.10277 -0.0756 -0.0098 -0.0047
O 9.27010 0.14927 -0.59836 0.1569 -0.0088 -0.0170
N 11.52220 0.32045 -0.41725 0.0968 -0.0062 -0.2350
N 10.19370 0.37438 1.45736 -0.1910 0.0169 0.1598
H 12.35089 0.42130 0.13611 -0.0173 -0.0041 0.0409
H 11.60861 0.24837 -1.41392 -0.0040 -0.0032 0.0075
H 9.28019 0.34245 1.87141 0.0054 -0.0130 -0.0086
H 10.99324 0.47633 2.05190 0.0314 -0.0064 -0.0269

107
Properties=species:S:1:pos:R:3:forces:R:3 method="wB97M-V/def2-TZVPD" e_homo_ev="-8.44 / -8.71" relative_energy_ev=5.050 max_force_ev_per_a=0.819 charge=+1
Sn 0.05919 0.03630 0.09428 -0.1763 0.2136 0.1498
C 1.03089 -3.75720 -3.48542 0.0098 0.1130 -0.0812
N 0.65619 -4.16550 -2.15042 0.1229 -0.0771 0.1402
C 1.38719 -5.32310 -1.66312 -0.0753 -0.2152 -0.0525
C 0.35439 -3.17160 -1.19322 0.2315 0.1788 0.1459
N 1.11009 -2.66920 -0.31532 -0.1625 -0.0089 0.0360
C 2.51689 -2.88090 -0.18952 0.2088 -0.0608 -0.1212
C 3.21919 -1.53390 0.01628 -0.0286 -0.2629 -0.1909
N 2.60519 -0.67070 1.01378 0.3213 0.0549 0.0332
C 2.57799 -1.26020 2.34868 -0.3591 -0.2446 0.2087
C 1.17419 -1.74480 2.72678 0.3052 -0.1409 0.1416
N 0.29369 -0.60510 2.80048 -0.0057 0.3824 -0.3790
C -0.64721 -0.55730 3.68028 0.0928 -0.2301 0.2214
N -1.16701 -1.63890 4.34708 -0.1672 0.1564 -0.0289
C -1.67701 -1.52390 5.68998 0.0015 0.0600 0.2793
C -1.45871 -2.89620 3.71208 0.0935 -0.1243 -0.1690
N -1.11651 0.65710 4.10068 -0.1048 0.1168 -0.0602
C -2.52481 0.96620 4.13418 -0.1180 0.0067 0.1535
C -0.19971 1.74890 4.30908 0.1501 -0.0151 -0.0208
C 3.21759 0.64940 0.99468 -0.0652 0.3491 0.0955
C 2.33729 1.72910 1.62898 0.3179 -0.0368 0.2158
N 1.12169 2.09170 0.91748 -0.3514 -0.5568 -0.4874
C 0.98569 3.34490 0.56428 0.1498 0.2212 0.1210
N 2.06099 4.14760 0.25638 -0.1161 -0.0323 -0.0414
C 3.09619 3.68260 -0.62872 0.0791 -0.1021 -0.0902
C 2.24589 5.47060 0.80558 -0.0192 0.0934 0.0279
N -0.21611 3.94960 0.53298 -0.0233 0.0738 -0.1327
C -0.50561 5.10680 -0.28012 -0.0693 0.2161 -0.1898
C -1.35871 3.48890 1.27668 -0.2143 -0.1582 0.2491
N -0.99781 -2.76890 -1.06742 -0.4486 0.1283 0.0011
C -1.68301 -3.60140 -0.08892 -0.0316 -0.0267 0.0193
C -1.78121 -2.64260 -2.28102 0.0831 0.0011 0.0423
H 0.98289 -4.63080 -4.13792 -0.0030 0.0871 -0.0650
H 2.04899 -3.34120 -3.52692 -0.0043 -0.0444 -0.0285
H 0.34079 -3.00170 -3.85182 0.0057 0.0251 -0.1062
H 1.00319 -6.20330 -2.18412 0.0884 -0.0544 0.0358
H 1.19809 -5.45310 -0.59902 0.0203 -0.0359 0.0112
H 2.47159 -5.28390 -1.82332 -0.0338 0.0861 -0.0115
H 2.97209 -3.35800 -1.06612 0.0558 0.0286 0.1194
H 2.69159 -3.53210 0.67338 0.0654 -0.0259 -0.0141
H 3.18049 -0.99680 -0.93432 0.0463 -0.0102 -0.0235
H 4.27369 -1.74930 0.25748 0.0121 0.1116 -0.0416
H 2.89619 -0.52160 3.08868 0.0239 -0.0308 -0.0358
H 3.27279 -2.10580 2.41348 0.0919 0.0343 -0.0013
H 1.22969 -2.26060 3.69358 -0.0110 -0.0864 -0.0257
H 0.84529 -2.45120 1.96228 0.0121 -0.0815 0.0874
H -1.26401 -0.63960 6.16528 -0.0325 0.0193 0.0659
H -1.36061 -2.40130 6.25768 -0.0446 0.0003 0.0423
H -2.76921 -1.46900 5.72468 -0.0404 -0.0135 -0.0020
H -1.20081 -2.83760 2.66138 0.0045 -0.0687 -0.0608
H -2.52921 -3.11370 3.79568 0.0329 -0.0322 -0.0162
H -0.90131 -3.71270 4.18338 -0.0498 -0.0131 -0.1091
H -3.10801 0.10860 3.80758 -0.0127 -0.0469 0.0138
H -2.74631 1.79580 3.45788 -0.0536 0.0063 -0.0154
H -2.84081 1.24910 5.14288 -0.0928 0.0121 -0.0153
H 0.73999 1.34410 4.68368 0.0472 0.1123 -0.0062
H -0.62601 2.40810 5.06678 0.0483 0.0619 0.0118
H 0.00609 2.32640 3.40718 0.0552 0.0670 0.0158
H 3.41429 0.92980 -0.04252 0.0270 -0.1134 -0.0070
H 4.18509 0.63970 1.52628 -0.0351 0.0471 -0.0912
H 2.95639 2.61830 1.78938 0.0039 -0.1102 0.0814
H 2.00079 1.36910 2.60418 0.1856 -0.0074 0.0736
H 2.77469 2.74780 -1.08222 0.0853 -0.0184 -0.0558
H 4.05149 3.53130 -0.11622 0.0165 -0.0434 0.0075
H 3.24989 4.42150 -1.42002 0.0492 -0.0209 -0.0353
H 1.54679 5.63380 1.62208 -0.0275 0.0518 0.0014
H 2.11519 6.26000 0.05828 0.0019 0.0050 0.0212
H 3.26259 5.54700 1.20218 -0.0486 0.0339 0.0337
H -0.69751 5.98660 0.34388 0.0397 -0.0243 -0.0738
H -1.40751 4.90110 -0.85972 -0.0120 0.0442 -0.0301
H 0.30209 5.32470 -0.97182 0.0324 -0.0398 0.0343
H -1.10171 2.57960 1.80798 -0.1049 0.0283 -0.0027
H -2.19121 3.27010 0.60678 0.0208 -0.0394 0.0046
H -1.66721 4.27580 1.97508 -0.0146 -0.0894 0.0329
H -1.92441 -4.59490 -0.48822 -0.0344 -0.0576 -0.0210
H -2.60911 -3.10940 0.20268 -0.0999 -0.0317 0.0616
H -1.04711 -3.72540 0.78338 -0.0145 0.0067 0.0631
H -1.91121 -3.59050 -2.81422 0.0093 -0.0865 -0.0487
H -2.76091 -2.25860 -1.99802 -0.0410 0.0155 -0.0718
H -1.30721 -1.91190 -2.92832 -0.0195 0.0798 -0.1461
C -1.81081 0.98270 -0.57532 0.6770 0.3400 0.0863
C -3.14611 0.78160 -0.81002 -0.5115 -0.0535 -0.0691
C -3.85001 1.63230 -1.71602 0.1331 0.1263 0.1736
C -5.21191 1.54040 -1.85692 -0.1152 0.0616 -0.2041
C -5.93671 0.56460 -1.18202 -0.0012 0.0286 -0.0039
C -5.26971 -0.31880 -0.33882 -0.1583 -0.1414 0.2172
C -3.92071 -0.20550 -0.12862 0.3681 -0.1159 -0.0759
H -3.29061 2.39120 -2.24602 0.0325 0.0137 -0.0612
H -5.72631 2.22490 -2.51522 -0.0461 0.0667 -0.0722
H -7.00531 0.50010 -1.30092 -0.1428 -0.0318 -0.0458
H -5.83191 -1.07780 0.18618 -0.0357 -0.0865 0.0400
H -3.38741 -0.86820 0.54358 -0.1188 -0.0235 0.0792
C 1.06919 0.70530 -6.10012 0.2878 0.0992 -0.1488
N 0.58519 0.36970 -4.77702 -0.2346 0.0487 -0.0532
C -0.85161 0.35300 -4.59782 -0.2120 -0.0830 0.2698
C 1.39079 0.24560 -3.70952 0.4183 -0.0899 -0.1752
C 2.86209 0.48180 -3.95892 -0.0392 0.0210 0.2081
O 0.97179 -0.04960 -2.59282 -0.0176 -0.0458 0.2763
H 0.25939 0.56970 -6.81332 0.0312 -0.0233 0.0226
H 1.89799 0.06250 -6.39972 -0.0785 0.0232 -0.0107
H 1.40549 1.74520 -6.15292 -0.0509 -0.0169 -0.0679
H -1.28771 1.23590 -5.06492 -0.0465 0.0024 -0.0162
H -1.06611 0.36700 -3.52962 -0.0836 0.0193 -0.0847
H -1.29381 -0.54160 -5.04272 -0.0197 0.0369 -0.0317
H 3.01379 1.46400 -4.39762 0.0976 0.1104 -0.1100
H 3.27939 -0.25890 -4.63682 0.0166 -0.0611 -0.0800
H 3.39389 0.43060 -3.01362 -0.0318 -0.0362 0.0447

16
Properties=species:S:1:pos:R:3:forces:R:3 method="wB97M-V/def2-TZVPD" e_homo_ev=0.37 smiles="O=[P@]1([O-])CC(=S)[C@]2(CSS[N-]2)O1" max_force_ev_per_a=3.488 charge=-2
C -1.15970 -0.25337 -0.17493 -1.6022 -0.4944 0.1912
C -0.29041 0.92609 -0.40585 2.8593 -0.1127 -1.9947
C -1.90618 -0.21581 1.20036 -0.0223 0.2289 0.4556
C 1.13577 0.34902 -1.09051 -2.3544 1.1703 2.0949
N -2.20119 -0.24450 -1.17995 0.5229 1.3883 -0.4020
O 1.47313 -0.68078 1.42241 -0.0631 0.4001 0.0933
O -0.39184 -1.43137 -0.21598 1.2631 -0.1481 0.2800
O 2.00033 -2.25958 -0.54816 0.1283 -0.0650 -0.2325
P 1.22464 -1.12534 0.02118 -0.1144 -0.6143 -0.4792
S -0.63916 2.49395 -0.17679 0.0921 -0.3262 0.0546
S -3.31369 -1.33765 1.18354 -0.3205 -0.1934 0.1133
S -3.04543 -1.57809 -1.03221 -0.6110 -0.9606 0.0167
H -1.20838 -0.53469 1.97665 0.0355 0.1268 -0.0393
H -2.27704 0.79696 1.38698 0.2560 -0.1825 -0.0803
H 0.93296 0.10637 -2.12788 -0.0889 -0.1750 -0.0779
H 1.90187 1.11158 -0.98029 0.0197 -0.0422 0.0063

For reference, DFT total energy by record: -79000.4934, -58449.8782, -53641.5260 eV.